No. 1
Entry from OMol25: the molecule C3H6ClFN2 in a non-equilibrium geometry (wB97M-V/def2-TZVPD).

E_tot = -787.47337 a.u.
gap between HOMO and LUMO = 10.3 eV
largest force on an atom = 3.21 eV/A
spin multiplicity = 1
energy relative to the best compared isomer or geometry (same formula, charge and spin) = 0.2758 eV
SMILES = [H]/N=C(\N)C[C@H](F)Cl
highest occupied orbital energy = -9.596 eV

Cartesian coordinates (Å):
1 H -1.65031 -1.36885 1.38887
2 N -0.78440 -0.77110 1.31271
3 C -0.72050 -0.16786 0.17234
4 N -1.67436 -0.25920 -0.81889
5 C 0.35069 0.72126 -0.23500
6 C 1.68004 0.25561 0.34954
7 F 2.75337 1.02788 0.15120
8 Cl 2.24390 -1.43704 -0.29872
9 H -2.55177 -0.74465 -0.60927
10 H -1.58950 0.26906 -1.63541
11 H 0.06948 1.72234 0.10642
12 H 0.33807 0.74157 -1.31073
13 H 1.53528 0.01097 1.42695

No. 2
Entry from OMol25: a 2-piece molecular cluster, C3H6ClFN2S overall in a non-equilibrium geometry (wB97M-V/def2-TZVPD).

E_tot = -1185.51319 a.u.
gap between HOMO and LUMO = 9.2 eV
largest force on an atom = 5.75 eV/A
spin multiplicity = 1
energy relative to the best compared isomer or geometry (same formula, charge and spin) = 4.1487 eV
highest occupied orbital energy = -9.583 eV

Cartesian coordinates (Å):
1 C 0.83890 -0.91993 1.35259
2 C 1.04718 -0.36569 -0.07520
3 C 0.05176 0.84449 -0.58855
4 H 1.67742 -1.64446 1.46382
5 H 0.90031 -0.17163 2.07323
6 H -0.20816 -1.35822 1.31341
7 H 0.02051 2.65174 -1.16670
8 H -2.28728 1.62469 0.01849
9 H -2.51525 -1.38253 -1.40105
10 N 0.73557 1.89220 -0.95510
11 N -1.44242 0.69986 -0.64531
12 F 2.17781 0.61147 0.06263
13 S -2.22674 -0.78463 -0.18758
14 Cl 1.23039 -1.69737 -1.26468

No. 3
Entry from OMol25: the molecule C3H6ClFO2 in a non-equilibrium geometry (wB97M-V/def2-TZVPD).

E_tot = -828.43198 a.u.
gap between HOMO and LUMO = 11.3 eV
largest force on an atom = 1.25 eV/A
spin multiplicity = 1
energy relative to the best compared isomer or geometry (same formula, charge and spin) = 0.0000 eV
SMILES = OC[C@@H](O)[C@H](F)Cl
highest occupied orbital energy = -10.599 eV

Cartesian coordinates (Å):
1 O -2.79515 -0.81195 -0.04932
2 C -1.39042 -0.97088 0.11592
3 C -0.57600 0.23430 -0.36590
4 O -1.36503 1.36567 0.06843
5 C 0.80519 0.33998 0.33783
6 F 1.34520 1.56090 -0.03854
7 Cl 1.99751 -0.94558 -0.06260
8 H -2.91503 0.12793 0.18210
9 H -1.11637 -1.11343 1.19414
10 H -1.10376 -1.88414 -0.41256
11 H -0.42923 0.34809 -1.43261
12 H -0.90222 2.18204 -0.20580
13 H 0.65092 0.31612 1.40581

No. 4
Entry from OMol25: C3H6ClFO2 as an isolated structure in a non-equilibrium geometry (wB97M-V/def2-TZVPD).

E_tot = -828.29360 a.u.
gap between HOMO and LUMO = 10.2 eV
largest force on an atom = 6.25 eV/A
spin multiplicity = 1
energy relative to the best compared isomer or geometry (same formula, charge and spin) = 3.7658 eV
highest occupied orbital energy = -9.781 eV

Cartesian coordinates (Å):
1 C 1.13517 -0.18269 0.51426
2 C -0.21960 -0.39525 -0.14854
3 C -0.59895 0.76849 -1.07808
4 H 1.05123 -0.52893 2.82544
5 H 1.39029 0.86852 0.56463
6 H 1.74407 -0.73581 -0.34054
7 H -0.09311 -1.48016 -0.57143
8 H -2.15103 0.03281 0.13111
9 H -0.30727 1.77357 -0.60165
10 O 1.37228 -1.02764 1.66631
11 O -1.27580 -0.47829 0.82484
12 F -2.05963 0.66824 -1.07996
13 Cl 0.01236 0.71716 -2.70638

No. 5
Entry from OMol25: the molecule C3H6ClFS in a non-equilibrium geometry (wB97M-V/def2-TZVPD).

E_tot = -1076.12017 a.u.
gap between HOMO and LUMO = 10.2 eV
largest force on an atom = 2.96 eV/A
spin multiplicity = 1
energy relative to the best compared isomer or geometry (same formula, charge and spin) = 0.7194 eV
SMILES = FC[C@@H](S)CCl
highest occupied orbital energy = -9.399 eV

Cartesian coordinates (Å):
1 F -1.26604 1.65585 1.06506
2 C -0.18226 1.11540 0.48702
3 C -0.31317 -0.28883 -0.02450
4 S -1.13794 -0.06766 -1.72971
5 C 0.87940 -1.25166 0.09090
6 Cl 2.36621 -0.48010 -0.45948
7 H 0.62047 1.19886 1.19942
8 H 0.09193 1.68048 -0.41295
9 H -1.07746 -0.75645 0.50867
10 H -1.80523 0.96835 -1.18702
11 H 1.00128 -1.65190 1.09561
12 H 0.82281 -2.12235 -0.63301

No. 6
Entry from OMol25: C3H6ClIO as an isolated structure in a non-equilibrium geometry (wB97M-V/def2-TZVPD).

E_tot = -950.92639 a.u.
gap between HOMO and LUMO = 9.3 eV
largest force on an atom = 6.07 eV/A
spin multiplicity = 1
energy relative to the best compared isomer or geometry (same formula, charge and spin) = 2.4377 eV
highest occupied orbital energy = -9.275 eV

Cartesian coordinates (Å):
1 C 0.96903 0.58280 0.21729
2 C -1.30571 -0.39384 0.31674
3 C -0.47038 0.73638 0.22676
4 O -0.59954 0.28984 -2.41570
5 Cl -1.13312 2.35500 0.10417
6 I -3.46333 -0.17875 0.11330
7 H 1.41016 1.39999 -0.39054
8 H 1.35938 0.49852 1.19721
9 H 1.26656 -0.29076 -0.29044
10 H -1.05958 -1.47263 0.30738
11 H -1.29717 -0.39465 -1.62434
12 H -0.07968 0.67317 -1.73977